{"formula": "C8H15ClN3O2", "method": "wB97M-V/def2-TZVPD", "charge": 1, "spin_multiplicity": 1, "smiles": "C=C(C)O[N@H+](C)/N=C(COC)\\N=C/Cl", "homo_ev": -12.66, "e_above_lowest_kj_mol": 265.4, "fmax_ev_per_a": 3.96, "total_energy_ha": -1088.2941, "gap_ev": 8.20, "species": ["C", "C", "C", "O", "N", "C", "N", "C", "C", "O", "C", "N", "C", "Cl", "H", "H", "H", "H", "H", "H", "H", "H", "H", "H", "H", "H", "H", "H", "H"], "positions_angstrom": [[-1.739, -0.691, 1.209], [-0.501, -0.946, 1.645], [-0.061, -2.368, 2.042], [0.501, -0.121, 1.962], [0.409, 1.357, 1.282], [-0.369, 2.272, 2.133], [0.021, 1.391, -0.036], [0.649, 0.640, -0.889], [0.266, 0.724, -2.309], [0.744, -0.491, -2.898], [0.524, -0.413, -4.273], [1.821, 0.113, -0.574], [2.581, -0.926, -0.563], [2.070, -2.483, -0.807], [-1.889, 0.319, 0.906], [-2.394, -1.517, 0.949], [-1.022, -2.651, 2.632], [0.017, -3.137, 1.245], [0.844, -2.223, 2.695], [1.468, 1.517, 1.249], [-0.486, 1.783, 3.078], [0.281, 3.275, 2.191], [-1.454, 2.356, 1.635], [0.909, 1.531, -2.565], [-0.812, 0.815, -2.561], [1.147, -1.242, -4.674], [0.944, 0.419, -4.757], [-0.501, -0.428, -4.433], [3.554, -0.733, -0.235]], "forces_ev_per_a": [[1.534, 0.218, -0.236], [-1.094, -2.427, -0.359], [-1.692, 0.413, 1.398], [0.352, 2.724, -0.722], [2.704, -1.506, -0.943], [-0.908, 1.994, -1.241], [-2.281, -0.159, 0.039], [0.010, 0.275, 1.404], [-0.027, -2.191, -0.303], [0.082, 1.503, 1.062], [2.327, -2.163, -0.264], [2.120, -1.653, 0.385], [-3.098, 2.465, 0.056], [-0.048, -0.905, -0.169], [-0.950, 0.357, -0.283], [-0.034, 0.366, 0.217], [2.117, -0.091, -0.426], [0.358, 0.910, 0.330], [-0.972, -0.910, -0.577], [-1.339, -0.270, 0.805], [0.169, 0.067, 0.687], [-1.952, -2.145, -0.062], [2.740, 0.243, 1.066], [0.085, 1.232, -1.323], [0.664, 0.580, 0.640], [-1.192, 0.101, -0.112], [0.586, 1.721, -0.244], [-1.978, -0.511, -0.914], [1.717, -0.240, 0.088]], "lowdin_charge": [0.0810, -0.4661, -0.0267, 0.0066, -0.1086, 0.0205, 0.1007, -0.3107, -0.1057, -0.2002, -0.0914, 0.1103, -0.5259, 0.8360, 0.0329, 0.0901, 0.1211, 0.0683, 0.0999, 0.2100, 0.0856, 0.1586, 0.1501, 0.1392, 0.1643, 0.1222, 0.0797, 0.0754, 0.0827]}